C43H34PPtSSb | ωB97M-V with the def2-TZVPD basis set

```
81
Properties=species:S:1:pos:R:3:mulliken_charge:R:1
Pt 0.381 -0.829 -1.028 1.68
C -1.718 1.752 2.820 -0.21
C -0.378 2.001 3.103 -1.21
C 0.591 1.109 2.702 0.14
C 0.237 -0.085 2.052 -0.04
C -1.111 -0.324 1.763 -0.74
C -2.072 0.595 2.133 -0.71
P 1.555 -1.245 1.635 1.58
C 2.384 -1.495 3.214 0.53
C 3.605 -2.219 3.334 -0.42
C 4.241 -2.347 4.542 -0.70
C 3.699 -1.806 5.711 -0.51
C 2.442 -1.185 5.629 -0.66
C 1.807 -1.037 4.429 -0.78
C 0.802 -2.813 1.124 1.04
C 0.902 -4.025 1.786 -0.40
C 0.360 -5.151 1.193 -0.66
C -0.267 -5.039 -0.039 -0.73
C -0.364 -3.816 -0.685 -0.43
C 0.178 -2.655 -0.129 -1.86
H -2.476 2.465 3.119 0.37
H -0.101 2.910 3.628 0.32
H 1.637 1.306 2.906 0.38
H -1.394 -1.235 1.255 0.61
H -3.110 0.413 1.884 0.38
H 4.039 -2.674 2.454 0.63
H 5.186 -2.880 4.602 0.38
H 4.210 -1.886 6.663 0.38
H 1.955 -0.839 6.535 0.39
H 0.826 -0.590 4.415 0.40
H 1.411 -4.079 2.741 0.42
H 0.431 -6.118 1.680 0.37
H -0.697 -5.923 -0.504 0.34
H -0.877 -3.767 -1.642 0.44
S -1.990 -1.073 -1.686 -0.78
Sb -2.634 0.850 -2.871 0.74
C -4.719 0.856 -2.204 -0.10
C -5.622 1.682 -2.864 -0.46
C -6.949 1.732 -2.478 -0.56
C -7.396 0.949 -1.429 -0.32
C -6.500 0.121 -0.763 -0.64
C -5.171 0.082 -1.150 -0.09
C -2.243 2.432 -1.437 0.34
C -2.877 3.656 -1.582 -0.54
C -2.512 4.734 -0.796 -0.62
C -1.490 4.598 0.129 -0.83
C -0.850 3.379 0.269 -0.83
C -1.242 2.296 -0.498 0.94
C 0.695 0.666 -2.459 -0.64
C 1.014 2.031 -2.399 0.03
C 1.098 2.835 -3.525 -0.58
C 0.905 2.304 -4.788 -0.48
C 0.636 0.952 -4.901 -0.40
C 0.523 0.166 -3.765 -0.08
H -5.272 2.285 -3.694 0.36
H -7.641 2.380 -3.001 0.34
H -8.439 0.978 -1.136 0.33
H -6.850 -0.492 0.058 0.36
H -4.467 -0.564 -0.639 0.30
H -3.669 3.768 -2.313 0.20
H -3.007 5.692 -0.921 0.34
H -1.187 5.445 0.735 0.37
H -0.029 3.275 0.962 0.49
H -0.739 1.334 -0.382 -0.31
H 1.206 2.497 -1.440 0.40
H 1.311 3.894 -3.419 0.35
H 0.982 2.928 -5.673 0.33
H 0.516 0.511 -5.885 0.32
H 0.288 -0.890 -3.906 0.21
C 2.121 -0.791 -0.019 -2.35
C 3.413 -1.045 -0.521 2.31
C 4.592 -0.980 0.254 -0.24
C 5.830 -1.170 -0.316 -0.82
C 5.955 -1.437 -1.675 -0.46
C 4.808 -1.509 -2.461 -0.88
C 3.569 -1.319 -1.903 -0.59
H 4.496 -0.753 1.309 0.58
H 6.721 -1.109 0.300 0.36
H 6.934 -1.577 -2.118 0.33
H 4.898 -1.716 -3.523 0.35
H 2.666 -1.375 -2.502 0.22
```

Computed properties:
Spin multiplicity: 1
Energy above the lowest of the compared OMol25 structures with the same formula, charge and spin (kJ/mol): 37.04
Electronic energy (eV): -75050.28260
LUMO level (Eh): 0.1542
Charge: -2
Gap between HOMO and LUMO (hartree): 0.145
Strongest force on any atom (eV/A): 3.8

---

C45H66N6O9 | ωB97M-V with the def2-TZVPD basis set

```
126
Properties=species:S:1:pos:R:3:mulliken_charge:R:1
O 5.312 -2.774 1.047 -0.58
C 4.362 -2.908 1.759 0.25
O 4.295 -3.942 2.618 -0.41
C 3.081 -3.933 3.375 0.00
C 2.499 -2.534 3.216 -0.07
C 3.082 -2.096 1.871 1.81
H 3.270 -4.205 4.415 0.28
H 2.375 -4.719 3.110 -0.21
H 2.865 -1.913 4.035 0.26
H 1.414 -2.450 3.191 -0.03
H 3.272 -1.026 1.814 -1.09
H 2.458 -2.367 1.020 -0.25
O -3.321 4.328 -5.530 -0.61
C -2.707 4.097 -4.528 0.40
O -2.968 3.035 -3.746 -0.36
C -2.235 3.087 -2.533 0.83
C -1.723 4.523 -2.412 0.30
C -1.673 4.991 -3.871 -0.32
H -1.380 2.403 -2.536 -0.52
H -2.802 2.806 -1.646 0.02
H -0.713 4.598 -2.012 -0.49
H -2.389 5.171 -1.846 0.40
H -0.685 4.821 -4.303 -0.07
H -1.948 6.023 -4.069 0.37
O -0.356 3.135 0.491 -0.46
C -0.362 4.265 0.889 -0.14
O -1.380 5.104 0.632 -0.35
C -1.178 6.389 1.170 -0.50
C 0.073 6.293 2.041 -0.76
C 0.747 4.989 1.654 0.09
H -2.054 6.798 1.673 0.38
H -0.979 7.122 0.374 0.25
H -0.283 6.303 3.076 0.28
H 0.743 7.150 1.999 0.34
H 1.053 4.379 2.502 0.19
H 1.617 5.186 1.029 0.21
N 3.241 0.242 -2.429 0.61
C 3.502 -0.516 -1.311 -0.03
C 4.807 -0.911 -1.415 -0.17
C 5.309 -0.490 -2.678 -1.17
C 4.325 0.265 -3.249 -0.42
H 2.357 0.703 -2.573 -0.07
H 2.775 -0.653 -0.530 -0.33
H 5.381 -1.484 -0.702 0.63
H 6.290 -0.704 -3.067 0.43
H 4.244 0.843 -4.157 0.47
N -1.072 -4.724 3.570 0.13
C -1.363 -4.713 2.230 -0.77
C -0.542 -5.631 1.621 -0.52
C 0.376 -6.086 2.586 -0.56
C -0.028 -5.565 3.815 -0.70
H -1.485 -4.165 4.294 0.24
H -2.179 -4.117 1.860 0.76
H -0.636 -5.905 0.583 0.52
H 1.175 -6.771 2.352 0.51
H 0.356 -5.746 4.804 0.41
N -0.367 0.340 -0.110 1.51
C -0.420 -0.446 1.004 -1.30
C -0.107 -1.735 0.658 0.38
C 0.284 -1.708 -0.712 -1.36
C 0.008 -0.430 -1.171 -1.17
H -0.503 1.336 -0.131 0.14
H -0.825 -0.011 1.906 0.72
H -0.210 -2.654 1.212 0.39
H 0.683 -2.570 -1.220 0.44
H 0.122 0.056 -2.129 0.68
N -0.021 -3.461 -6.823 0.03
C -0.605 -4.050 -5.729 -0.70
C -0.342 -3.248 -4.655 -0.02
C 0.521 -2.215 -5.093 -0.32
C 0.738 -2.390 -6.442 -0.81
H -0.140 -3.759 -7.773 0.18
H -1.269 -4.886 -5.879 0.41
H -0.559 -3.327 -3.602 0.31
H 0.948 -1.468 -4.442 0.58
H 1.207 -1.749 -7.168 0.38
N -2.644 -1.523 5.279 0.06
C -1.777 -1.091 4.317 -1.06
C -0.822 -0.291 4.871 -0.04
C -1.153 -0.190 6.265 -0.99
C -2.278 -0.947 6.474 -0.52
H -3.330 -2.242 5.161 0.24
H -1.819 -1.540 3.333 0.68
H 0.068 0.075 4.388 0.79
H -0.694 0.467 6.983 0.43
H -2.810 -1.254 7.360 0.42
N -4.026 -3.688 -0.521 0.19
C -5.004 -4.361 -1.232 -0.59
C -4.607 -4.468 -2.549 -0.84
C -3.382 -3.769 -2.651 0.08
C -3.067 -3.283 -1.419 -1.06
H -4.153 -3.461 0.444 0.23
H -5.896 -4.713 -0.743 0.43
H -5.124 -5.023 -3.312 0.42
H -2.750 -3.690 -3.518 0.33
H -2.212 -2.690 -1.132 0.70
C -4.737 1.621 2.178 -1.04
C -4.943 1.120 0.763 0.69
O -5.806 1.627 0.084 -0.60
C -4.069 -0.002 0.275 -0.21
H -4.950 0.781 2.850 0.33
H -5.363 2.472 2.411 0.34
H -3.668 1.801 2.326 0.20
H -4.471 -0.996 0.469 0.43
H -3.097 0.004 0.767 -0.30
H -4.004 0.188 -0.797 0.28
C 2.138 3.814 -4.303 -1.55
C 1.669 3.063 -3.088 0.74
O 0.948 2.092 -3.225 -0.48
C 2.086 3.543 -1.727 -0.30
H 3.015 3.290 -4.697 0.35
H 2.528 4.805 -4.070 0.38
H 1.373 3.789 -5.073 0.41
H 3.161 3.740 -1.764 0.57
H 1.829 2.943 -0.860 -0.69
H 1.555 4.492 -1.580 0.51
C 2.420 1.727 1.701 0.76
C 3.246 1.816 2.939 0.53
O 2.838 2.259 3.987 -0.62
C 4.668 1.282 2.851 -1.10
H 2.854 2.487 1.036 0.30
H 1.387 2.029 1.853 -0.19
H 2.519 0.788 1.161 -0.41
H 4.793 0.493 3.588 0.27
H 5.358 2.106 3.025 0.42
H 4.841 0.888 1.848 0.24
```

Computed properties:
Spin multiplicity: 1
Electronic energy (eV): -75102.10985
LUMO level (Eh): 0.0003
Charge: 0
Gap between HOMO and LUMO (hartree): 0.293
Strongest force on any atom (eV/A): 2.1

---

C20H44N4 | ωB97M-V with the def2-TZVPD basis set

```
68
Properties=species:S:1:pos:R:3:nbo_charge:R:1
C 3.331 2.981 2.507 -0.61
H 3.910 2.968 3.428 0.21
C 1.916 2.480 2.767 -0.39
H 1.969 1.472 3.180 0.23
H 1.430 3.125 3.503 0.19
C 1.049 2.417 1.503 -0.22
C 0.607 3.812 1.066 -0.62
H 0.170 3.798 0.071 0.21
H 1.461 4.483 1.040 0.21
H -0.123 4.216 1.766 0.20
H 1.652 1.969 0.707 0.19
C -0.145 1.475 1.774 -0.03
N 0.393 0.146 2.008 -0.65
H 0.693 -0.228 1.112 0.37
C -0.493 -0.801 2.652 -0.20
C 0.246 -2.118 2.902 -0.21
C 1.510 -1.902 3.757 -0.40
H 2.419 -1.969 3.164 0.21
C 1.455 -2.966 4.854 -0.40
H 2.001 -2.669 5.749 0.21
H 1.875 -3.906 4.491 0.19
C -0.040 -3.132 5.100 -0.40
H -0.418 -2.281 5.668 0.19
H -0.282 -4.045 5.644 0.21
C -0.620 -3.122 3.688 -0.40
H -0.530 -4.117 3.249 0.20
H -1.674 -2.844 3.676 0.21
H 1.475 -0.907 4.200 0.21
H 0.515 -2.537 1.928 0.20
H -0.804 -0.369 3.609 0.18
H -1.404 -1.015 2.066 0.16
H -0.640 1.805 2.696 0.19
C -1.197 1.477 0.646 -0.23
N -0.620 0.913 -0.558 -0.67
H 0.134 1.512 -0.882 0.38
C -1.537 0.723 -1.664 -0.03
C -1.867 2.046 -2.386 -0.24
N -0.648 2.768 -2.704 -0.64
H -0.099 2.225 -3.365 0.35
C -0.892 4.085 -3.253 -0.40
H -1.406 4.687 -2.502 0.19
H 0.063 4.555 -3.481 0.20
H -1.509 4.074 -4.164 0.16
H -2.492 1.842 -3.273 0.17
H -2.452 2.682 -1.713 0.19
C -0.934 -0.318 -2.619 -0.42
C -0.826 -1.679 -1.933 -0.39
C 0.027 -2.703 -2.682 -0.41
C -0.541 -3.133 -4.037 -0.22
N -0.007 -2.326 -5.119 -0.62
H -0.206 -1.347 -4.943 0.35
C -0.531 -2.702 -6.414 -0.41
H -1.630 -2.649 -6.479 0.16
H -0.229 -3.729 -6.628 0.19
H -0.104 -2.050 -7.174 0.20
H -1.646 -3.112 -4.002 0.15
H -0.243 -4.166 -4.248 0.19
H 1.029 -2.303 -2.847 0.21
H 0.120 -3.586 -2.048 0.21
H -0.387 -1.513 -0.948 0.22
H -1.829 -2.086 -1.784 0.19
H 0.065 0.008 -2.916 0.19
H -1.564 -0.388 -3.508 0.19
H -2.474 0.315 -1.264 0.19
H -2.030 0.831 0.945 0.19
H -1.603 2.491 0.516 0.17
H 3.331 3.999 2.125 0.19
H 3.831 2.342 1.781 0.20
```

Computed properties:
Spin multiplicity: 1
Energy above the lowest of the compared OMol25 structures with the same formula, charge and spin (kJ/mol): 6.67
Electronic energy (eV): -27414.49389
LUMO level (Eh): 0.0300
Charge: 0
Gap between HOMO and LUMO (hartree): 0.339
Strongest force on any atom (eV/A): 0.6

---

N4S | ωB97M-V with the def2-TZVPD basis set

```
5
Properties=species:S:1:pos:R:3:nbo_charge:R:1
N -0.979 -0.325 0.528 -0.01
N 0.647 1.555 -0.231 0.01
N -1.571 -0.035 -0.360 0.01
N 1.384 0.718 -0.102 -0.16
S 2.395 -0.391 0.060 0.14
```

Computed properties:
Spin multiplicity: 1
Energy above the lowest of the compared OMol25 structures with the same formula, charge and spin (kJ/mol): 21.15
Electronic energy (eV): -16795.30685
LUMO level (Eh): 0.0195
Charge: 0
Gap between HOMO and LUMO (hartree): 0.390
Strongest force on any atom (eV/A): 4.0

---

C48H30Cl4CsN6 | ωB97M-V with the def2-TZVPD basis set

```
89
Properties=species:S:1:pos:R:3:mulliken_charge:R:1
Cs -0.196 -1.525 -1.202 1.99
Cl -6.706 -4.857 4.727 -0.25
C -5.472 -3.983 3.854 0.43
C -5.092 -4.421 2.599 -1.06
C -4.113 -3.717 1.913 0.33
C -3.516 -2.587 2.463 -0.57
C -3.921 -2.174 3.731 0.04
C -4.897 -2.864 4.433 -0.88
C -2.465 -1.837 1.715 1.80
C -1.128 -2.186 2.051 -0.26
C -0.721 -3.195 3.017 -1.44
C 0.638 -3.248 2.977 -0.92
C 1.066 -2.275 1.979 -0.05
C 2.395 -2.047 1.523 1.54
C 3.448 -2.845 2.214 -0.31
C 4.164 -3.834 1.541 -0.10
C 5.131 -4.589 2.185 -1.11
C 5.384 -4.351 3.524 0.35
Cl 6.599 -5.299 4.344 -0.25
C 4.695 -3.376 4.224 -0.94
C 3.731 -2.630 3.563 -0.05
C 2.864 -1.178 0.505 0.15
N 2.087 -0.373 -0.246 -0.66
C 2.838 0.230 -1.179 0.04
C 2.355 1.095 -2.201 1.52
C 3.405 1.718 -3.060 -0.58
C 3.952 2.952 -2.698 0.15
C 4.926 3.562 -3.471 -0.88
C 5.358 2.924 -4.623 0.44
Cl 6.587 3.676 -5.609 -0.24
C 4.840 1.703 -5.007 -0.91
C 3.863 1.108 -4.219 0.20
C 1.029 1.515 -2.462 -0.08
C 0.606 2.403 -3.545 -1.15
C -0.741 2.505 -3.459 -1.17
C -1.155 1.669 -2.328 0.06
N -0.057 1.142 -1.767 -0.46
C -2.488 1.419 -1.905 1.52
C -2.955 0.582 -0.847 -0.17
C -4.354 0.258 -0.561 -1.08
C -4.347 -0.653 0.443 -1.18
C -2.950 -0.892 0.782 0.15
N -2.179 -0.105 0.004 -0.84
C -3.543 2.179 -2.628 0.01
C -3.824 1.960 -3.972 -0.12
C -4.810 2.682 -4.630 -0.86
C -5.527 3.632 -3.929 0.41
Cl -6.774 4.539 -4.748 -0.25
C -5.279 3.875 -2.588 -0.92
C -4.291 3.146 -1.949 -0.10
C 4.230 -0.172 -0.989 -1.07
C 4.246 -1.040 0.053 -1.25
N -0.024 -1.663 1.491 -1.19
H -5.557 -5.297 2.168 0.42
H -3.805 -4.043 0.927 0.61
H -3.459 -1.296 4.164 0.51
H -5.212 -2.541 5.415 0.41
H -1.368 -3.784 3.649 0.43
H 1.272 -3.883 3.579 0.51
H 3.958 -4.003 0.490 0.76
H 5.687 -5.355 1.662 0.41
H 4.913 -3.201 5.268 0.43
H 3.183 -1.863 4.095 0.52
H 3.599 3.429 -1.793 0.51
H 5.345 4.517 -3.186 0.40
H 5.195 1.228 -5.911 0.40
H 3.454 0.150 -4.517 0.48
H 1.250 2.886 -4.265 0.41
H -1.383 3.096 -4.093 0.43
H -5.217 0.656 -1.072 0.43
H -5.214 -1.114 0.891 0.41
H -3.267 1.208 -4.517 0.51
H -5.026 2.505 -5.675 0.40
H -5.848 4.625 -2.055 0.40
H -4.080 3.323 -0.903 0.50
H 5.074 0.168 -1.570 0.40
H 5.121 -1.518 0.466 0.47
C 1.284 -6.086 0.917 -0.71
N 0.371 -5.626 -0.107 0.24
C -0.981 -5.474 0.002 -0.30
C -1.391 -4.893 -1.165 -0.48
N -0.313 -4.666 -1.981 -0.61
C 0.720 -5.111 -1.312 -0.25
H 0.929 -7.023 1.345 0.37
H 1.376 -5.334 1.700 0.17
H 2.260 -6.254 0.465 0.30
H -1.519 -5.765 0.887 0.49
H -2.380 -4.570 -1.440 0.44
H 1.750 -5.066 -1.625 0.38
```

Computed properties:
Spin multiplicity: 1
Electronic energy (eV): -109843.57446
LUMO level (spin up / spin down) (Eh): 0.0606 / 0.0606
Charge: -1
Gap between HOMO and LUMO (spin up / spin down) (hartree): 0.198 / 0.198
Strongest force on any atom (eV/A): 1.9

---

C11H20F3N2O4 | ωB97M-V with the def2-TZVPD basis set

```
40
Properties=species:S:1:pos:R:3:nbo_charge:R:1
C -1.235 1.481 4.809 -0.65
C -2.463 1.586 3.783 -0.40
C -2.177 0.947 2.332 -0.42
C -1.126 1.756 1.430 -0.22
C -0.760 3.233 2.018 -0.63
C 0.202 0.949 1.041 0.17
N 1.336 1.920 0.775 -0.83
N -0.047 0.283 -0.297 -0.87
C 0.746 -0.059 2.162 0.70
O 0.293 -1.270 2.112 -0.77
O 1.676 0.250 3.122 -0.80
H -0.810 2.549 4.940 0.20
H -1.544 1.149 5.867 0.19
H -0.379 0.806 4.475 0.27
H -2.904 2.651 3.724 0.19
H -3.318 0.949 4.237 0.19
H -3.197 0.968 1.783 0.18
H -1.935 -0.154 2.493 0.25
H -1.665 1.983 0.431 0.19
H -1.680 3.801 2.379 0.19
H 0.050 3.084 2.803 0.25
H -0.336 3.853 1.140 0.20
H 1.050 2.459 -0.054 0.34
H 2.162 1.362 0.523 0.36
H -1.007 -0.082 -0.341 0.36
H 0.653 -0.466 -0.383 0.37
C 2.710 -4.059 -4.512 -0.64
C 1.364 -3.971 -3.821 -0.08
O 1.100 -2.628 -3.392 -0.47
C 0.628 -1.788 -4.336 0.69
O 0.429 -2.100 -5.482 -0.55
C 0.345 -0.415 -3.733 0.90
F 1.344 0.014 -2.939 -0.30
F -0.772 -0.422 -2.978 -0.30
F 0.170 0.538 -4.668 -0.31
H 3.498 -3.662 -3.867 0.22
H 2.947 -5.095 -4.765 0.21
H 2.722 -3.468 -5.430 0.22
H 1.372 -4.591 -2.921 0.20
H 0.557 -4.341 -4.459 0.19
```

Computed properties:
Spin multiplicity: 1
Electronic energy (eV): -31054.13731
LUMO level (Eh): 0.0923
Charge: -1
Gap between HOMO and LUMO (hartree): 0.235
Strongest force on any atom (eV/A): 5.7

---

Q: Among the records above, which one has the highest electronic energy?
A: N4S

---

Q: Among the records above, which one has the lowest charge?
A: C43H34PPtSSb

---

Q: Which formula does entry 5 have?
A: C48H30Cl4CsN6